109
Properties=species:S:1:pos:R:3 method="wB97M-V/def2-TZVPD" e_homo_ev=-11.71 relative_energy_kj_mol=38.5 charge=+2 largest_force_ev_per_a=0.98
H -3.95 1.08 -2.44
C -2.37 9.08 0.43
C 4.23 2.67 3.56
H 1.16 6.45 -2.71
C -1.63 -4.55 -2.36
H -3.03 9.83 0.83
H 0.54 8.87 -1.36
H -2.99 -2.19 5.22
H 0.95 -5.18 -1.67
N -1.43 -0.74 1.99
C -2.56 -1.78 4.31
N -1.91 -1.96 -0.46
H 1.64 5.02 -1.78
H 2.40 1.76 4.21
C 4.46 1.47 -0.54
N 1.92 -1.96 1.60
H 3.89 -2.73 1.74
H -3.10 -1.50 -2.11
H -0.66 -5.56 -5.44
C 1.49 -4.29 -1.36
H -2.28 -1.79 -4.20
C -1.23 9.48 -0.28
H -0.82 -6.39 -3.11
C -2.18 -1.83 1.97
O -0.82 1.98 4.23
H -2.92 1.06 -0.99
C -1.77 6.82 0.09
O -3.63 -3.01 0.51
C -0.65 4.96 -0.55
H 2.07 4.56 0.99
H 4.76 0.65 1.43
C 3.60 1.58 -1.62
C -0.60 1.20 3.14
C 0.73 -1.38 -3.45
H 0.28 0.60 -5.56
C -1.12 -5.38 -3.35
N -1.02 0.08 -2.52
C -1.94 -2.80 -3.96
N 0.13 1.61 2.21
C -1.86 -0.58 4.33
C -0.08 3.20 3.97
H 1.49 -1.63 -5.50
H 2.03 6.64 -1.17
C 2.33 1.02 -1.57
H 4.83 2.15 4.30
C 1.43 -2.59 2.82
C -2.66 7.74 0.62
H 2.23 -2.77 3.54
C -3.02 1.45 -2.00
N -1.74 5.43 0.10
C -1.30 -0.10 3.15
C -0.29 0.60 -4.64
H -1.70 -4.93 -1.34
H 5.44 1.92 -0.57
H 2.52 -4.58 -1.19
H 2.72 -3.79 0.94
C 1.39 -1.97 -4.48
H 0.68 -1.96 3.30
C 2.68 4.02 1.70
C -2.52 -2.30 0.61
C 4.83 3.57 2.69
H 3.91 2.12 -2.51
C 1.38 -3.23 -2.41
C 2.43 -0.62 1.91
H -2.42 4.82 0.50
C -2.74 -2.41 -1.62
C -2.05 -3.26 -2.66
C -1.04 -4.91 -4.66
C -2.75 -2.41 3.09
H -3.92 -4.21 -1.15
N 0.77 -2.09 -2.26
H -1.38 -3.26 -5.98
C -0.64 7.22 -0.60
C 2.08 3.13 2.58
C 0.58 2.97 2.58
Se -0.18 3.20 -0.78
N 0.03 6.05 -0.98
H 3.31 -0.69 2.56
H 0.17 3.65 1.83
H -1.03 10.54 -0.41
H -0.78 4.03 3.98
Tl 0.01 -0.58 -0.27
C 1.98 0.36 -0.41
H 0.65 3.34 4.76
H 1.65 -0.08 2.44
S -1.59 1.68 -4.39
C -1.86 1.03 -2.84
H 0.97 -3.55 2.58
H 5.90 3.76 2.75
H 3.34 -2.36 0.09
C 4.06 4.24 1.75
H 4.52 4.95 1.08
C -3.90 -3.16 -0.91
H -3.55 7.43 1.17
C -0.14 -0.20 -3.55
H 1.66 1.12 -2.41
H -4.88 -2.73 -1.12
H -3.35 -3.31 2.99
S 2.04 -3.46 -3.97
C 4.07 0.76 0.60
H -1.75 -0.01 5.24
C -1.44 -3.62 -4.96
C -0.34 8.56 -0.81
C 1.29 6.04 -1.71
H 1.05 -3.93 -0.43
C 2.81 0.18 0.69
C 3.03 -2.76 1.06
C 2.86 2.45 3.51
H -3.09 2.54 -1.95

***

129
Properties=species:S:1:pos:R:3 method="wB97M-V/def2-TZVPD" e_homo_ev=-7.00 relative_energy_kj_mol=0.0 charge=-1 largest_force_ev_per_a=11.42
H 1.97 -0.25 1.86
C -4.19 -4.06 0.08
H 4.75 2.54 4.32
O -1.13 6.37 4.30
O 5.39 1.79 4.49
C 2.99 3.09 -1.29
H 6.47 0.23 -1.65
B -0.25 -1.37 0.37
H -3.49 -1.70 2.88
C -1.40 3.11 2.33
O -1.48 1.59 -1.30
H -2.00 3.50 -2.99
O -3.43 -0.09 -0.55
O 3.14 2.18 2.97
F -1.16 -0.52 0.89
H 4.43 -4.42 -2.27
C -3.21 -4.91 -0.66
H 3.65 -1.56 -0.46
O 0.72 5.15 -3.51
C -3.75 -6.14 -1.41
C 1.71 3.68 -1.87
C -5.55 -4.32 0.08
H -0.94 -0.91 5.37
C 5.38 -1.28 -1.86
C 1.56 -4.54 -0.95
C 6.37 -0.48 -1.07
H 0.75 3.41 -1.40
C 4.20 -4.75 -1.30
H -3.16 -0.02 2.77
H 4.92 -5.45 -0.87
C -0.29 0.50 -6.07
C -3.63 -0.84 3.37
H 2.33 2.30 -5.31
H -6.10 0.91 -1.39
F -0.74 -2.09 -0.69
H 3.46 -0.27 -1.74
O 2.81 4.93 -5.13
C 4.66 -1.79 3.38
C -0.05 3.13 1.79
O -6.50 2.65 -3.16
O -1.32 1.61 6.20
C -1.19 -0.42 -5.44
O -2.16 2.15 1.99
C -2.61 1.84 -1.77
H 1.90 4.33 1.76
H 0.49 -0.48 4.53
O -1.90 -4.55 -0.74
C -0.48 -0.07 4.82
C -6.08 -5.69 -0.67
H 5.98 -0.39 -0.14
O -2.11 -0.92 -6.04
C 2.88 4.36 -3.97
C -0.92 5.47 3.42
C -2.79 2.90 -2.69
C 0.87 4.29 2.10
O 4.92 -2.87 3.69
O 1.20 6.23 3.17
H -3.14 -6.79 -2.11
O -3.63 -3.09 0.59
C 2.79 -5.42 -1.35
C -6.10 -1.54 3.23
H -2.58 -0.06 -0.26
O -1.60 -1.44 -3.29
H -5.80 -2.00 4.12
C 0.44 5.37 2.90
H 6.44 -0.60 4.48
C 4.76 0.71 3.86
O 1.74 2.05 -6.12
C 1.43 0.69 -4.11
C 0.68 -0.39 -3.53
H -2.05 6.48 4.51
C -5.10 1.25 -1.84
H 1.91 -2.59 1.62
H 4.47 -3.88 -0.64
O -4.52 4.20 -4.12
H 2.12 1.87 -0.09
C 5.35 -0.67 4.04
C 3.91 -1.25 -1.54
C -4.31 3.16 -3.24
H 0.78 -0.66 -2.50
H -5.20 4.00 -4.68
O 5.82 -1.94 -2.70
H -0.73 0.68 -7.00
O -5.40 -7.64 -1.92
H -0.24 1.33 1.04
H 7.23 -0.97 -1.00
O -7.37 -6.06 -0.61
C 1.67 4.47 -3.08
F 0.81 -0.70 -0.11
H 3.51 -1.85 -2.08
C -1.87 4.27 3.00
H -6.31 -3.78 0.60
H -6.20 -2.29 2.57
H 1.76 5.13 -5.33
H -0.86 0.12 3.74
O 2.42 1.23 -3.66
O 2.75 -2.68 2.16
H -2.80 4.35 3.47
H -3.59 -0.97 4.37
F 0.27 -2.29 1.37
H -1.32 -1.49 -2.27
H 0.84 -5.20 -1.57
H 1.72 1.68 5.05
C 3.42 -1.57 2.78
C 4.18 3.94 -3.37
C 3.63 0.96 3.08
C 0.95 2.01 5.61
H 1.73 -3.56 -1.33
C 0.93 1.10 -5.47
O -5.52 0.74 2.83
C -5.14 -6.59 -1.36
H 1.42 2.29 6.56
O 0.46 1.96 1.17
C -5.38 2.41 -2.68
H 5.04 3.77 -4.01
H -8.04 -5.35 -0.30
C -0.37 1.25 5.62
H -7.16 -1.08 3.22
H -1.62 -3.61 -0.58
O 5.28 2.85 -1.52
C -3.74 0.94 -1.34
C 4.24 3.29 -2.03
H 0.89 2.83 5.00
H 1.38 -4.67 0.13
C -0.79 -0.74 -4.02
C 2.89 -0.16 2.53
O 2.80 -6.57 -1.68
C -5.20 -0.42 3.02
O 2.92 2.07 -0.40